A cluster of 11 separate species, C63H140B3F18N7P in total at a distorted geometry. Source: the Open Molecules 2025 dataset; level of theory: ωB97M-V/def2-TZVPD.

Last column: Mulliken charge in e.
Geometry (Å):
C 2.911 -4.612 2.220  -0.821
C 2.743 -4.154 3.677  -0.646
C 3.624 -2.963 3.981  0.924
C 5.125 -3.274 4.100  -1.302
N 5.962 -2.000 4.359  0.748
C 7.352 -2.447 4.883  -0.655
C 7.217 -2.668 6.381  -0.798
C 5.922 -1.846 6.824  -0.837
C 5.495 -1.146 5.564  -0.539
C 6.027 -1.240 3.130  -1.004
H 2.496 -3.807 1.609  0.065
H 2.335 -5.492 2.002  0.450
H 3.959 -4.740 1.926  0.368
H 3.022 -4.992 4.332  0.514
H 1.715 -3.786 3.848  0.157
H 3.414 -2.617 4.978  0.461
H 3.324 -2.290 3.174  -0.689
H 5.617 -3.778 3.265  0.478
H 5.288 -3.916 4.962  0.402
H 8.029 -1.656 4.676  0.448
H 7.498 -3.283 4.259  0.438
H 8.106 -2.311 6.881  0.372
H 7.096 -3.705 6.695  0.335
H 6.016 -1.148 7.630  0.472
H 5.117 -2.515 7.095  0.300
H 5.889 -0.144 5.515  0.649
H 4.453 -0.918 5.507  0.125
H 6.591 -0.313 3.241  0.700
H 5.032 -0.991 2.762  -0.232
H 6.426 -1.886 2.321  0.306
C -6.507 -3.691 3.529  -1.365
C -7.676 -4.215 2.696  -0.038
C -9.106 -3.942 3.223  -0.567
C -9.652 -2.740 2.506  -0.734
N -11.188 -2.587 2.547  0.300
C -11.871 -3.679 1.731  -0.784
C -13.267 -3.099 1.394  -0.541
C -13.173 -1.598 1.648  -0.715
C -11.729 -1.303 1.971  -0.628
C -11.541 -2.698 4.019  -1.032
H -5.594 -3.919 2.901  0.240
H -6.443 -4.248 4.474  0.440
H -6.440 -2.680 3.919  0.412
H -7.503 -5.322 2.610  0.178
H -7.690 -3.883 1.643  0.002
H -9.167 -3.931 4.300  0.525
H -9.667 -4.824 2.899  0.384
H -9.507 -2.988 1.430  0.239
H -9.200 -1.765 2.688  0.394
H -11.915 -4.627 2.241  0.378
H -11.283 -3.820 0.876  0.465
H -13.992 -3.650 2.088  0.292
H -13.663 -3.468 0.422  0.388
H -13.676 -1.343 2.577  0.318
H -13.631 -0.923 0.908  0.411
H -11.583 -0.445 2.625  0.420
H -11.132 -1.262 1.070  0.419
H -12.581 -2.579 4.228  0.423
H -11.016 -1.947 4.586  0.414
H -11.232 -3.669 4.374  0.388
C 4.486 3.679 1.639  -0.990
C 5.675 4.297 0.831  0.010
C 7.085 3.905 1.350  0.571
C 8.039 4.809 0.700  -1.543
N 9.492 4.294 0.695  0.410
C 9.997 3.987 2.070  -0.704
C 11.473 4.277 2.034  -0.683
C 11.806 5.121 0.736  -0.700
C 10.400 5.317 0.128  -0.796
C 9.648 3.089 -0.128  -1.031
H 4.306 4.182 2.599  0.526
H 4.782 2.689 1.999  -0.178
H 3.570 3.563 1.067  0.123
H 5.544 5.359 0.670  0.790
H 5.616 3.834 -0.140  -0.645
H 7.162 2.836 1.130  -0.081
H 7.195 4.066 2.434  0.477
H 8.107 5.771 1.195  0.211
H 7.890 4.980 -0.345  0.519
H 9.694 2.989 2.328  0.460
H 9.413 4.660 2.729  0.478
H 12.080 3.375 1.943  0.311
H 11.763 4.778 2.956  0.398
H 12.493 4.604 0.091  0.377
H 12.273 6.057 1.025  0.318
H 10.347 5.324 -0.921  0.520
H 10.007 6.243 0.399  0.536
H 9.430 3.370 -1.141  0.330
H 9.015 2.269 0.129  0.350
H 10.650 2.769 0.005  0.484
C -7.702 -7.746 -0.043  -1.064
C -6.401 -7.744 -0.848  -0.965
C -5.547 -6.441 -0.821  -0.046
C -6.052 -5.285 -1.644  -0.638
N -5.085 -4.105 -1.759  0.640
C -4.528 -3.593 -0.410  -0.093
C -4.137 -2.175 -0.616  0.885
C -4.832 -1.680 -1.842  -0.818
C -5.714 -2.839 -2.311  -0.970
C -4.005 -4.534 -2.696  -1.149
H -8.366 -6.866 -0.227  0.213
H -7.553 -7.768 1.047  0.259
H -8.229 -8.626 -0.315  0.427
H -6.621 -7.971 -1.886  0.382
H -5.795 -8.626 -0.569  0.420
H -4.614 -6.832 -1.189  0.107
H -5.355 -6.138 0.196  0.379
H -6.957 -4.836 -1.288  0.344
H -6.195 -5.471 -2.717  0.354
H -3.738 -4.279 -0.042  0.388
H -5.392 -3.663 0.258  -0.483
H -3.036 -2.083 -0.711  -1.231
H -4.411 -1.593 0.278  0.655
H -4.117 -1.446 -2.570  0.564
H -5.497 -0.870 -1.556  0.303
H -5.759 -2.924 -3.372  0.457
H -6.750 -2.853 -1.994  0.407
H -3.437 -5.340 -2.283  0.400
H -3.203 -3.757 -2.741  0.333
H -4.439 -4.768 -3.678  0.388
C 0.767 3.169 -3.506  -0.735
C 1.879 2.204 -4.004  -0.710
C 3.230 2.876 -3.813  -0.260
C 4.396 1.906 -4.083  -1.085
N 5.758 2.661 -4.232  0.353
C 5.781 3.533 -5.486  -0.514
C 6.081 2.560 -6.586  -0.620
C 6.761 1.362 -5.951  -0.774
C 6.894 1.741 -4.463  -0.423
C 6.008 3.476 -2.970  -1.361
H 1.000 3.450 -2.466  0.185
H -0.194 2.614 -3.528  0.049
H 0.738 4.054 -4.096  0.362
H 1.622 1.976 -5.048  0.511
H 1.906 1.316 -3.366  0.183
H 3.210 3.205 -2.794  0.291
H 3.381 3.827 -4.329  0.370
H 4.223 1.294 -4.977  0.587
H 4.483 1.226 -3.239  0.120
H 6.656 4.141 -5.315  0.514
H 4.872 4.157 -5.551  0.366
H 6.662 3.059 -7.352  0.433
H 5.156 2.187 -7.012  0.277
H 7.747 1.150 -6.281  0.436
H 6.243 0.442 -6.148  0.375
H 7.813 2.298 -4.257  0.467
H 6.799 0.920 -3.784  0.140
H 5.155 4.145 -2.859  0.585
H 6.894 4.080 -3.016  0.566
H 6.217 2.728 -2.187  0.251
C -1.098 5.342 -0.211  -1.200
C -2.306 5.679 -1.074  -0.691
C -1.901 5.590 -2.560  0.549
C -3.047 6.190 -3.381  -1.328
N -3.133 5.557 -4.770  0.608
C -4.360 6.150 -5.483  -0.626
C -5.533 5.211 -5.221  -0.730
C -4.917 3.815 -5.234  -0.568
C -3.479 4.042 -4.652  0.116
C -1.868 5.790 -5.650  -0.921
H -1.357 5.276 0.863  0.374
H -0.407 6.167 -0.329  0.457
H -0.600 4.427 -0.469  -0.005
H -2.704 6.674 -0.896  0.566
H -3.121 4.955 -0.983  0.301
H -1.698 4.513 -2.801  -0.432
H -0.946 6.102 -2.763  0.531
H -2.908 7.272 -3.464  0.416
H -3.972 6.006 -2.839  0.449
H -4.127 6.255 -6.508  0.495
H -4.643 7.171 -5.127  0.250
H -6.274 5.396 -5.993  0.411
H -6.010 5.488 -4.282  0.340
H -4.711 3.451 -6.227  0.367
H -5.463 3.079 -4.646  0.297
H -2.682 3.497 -5.164  0.429
H -3.437 3.697 -3.624  -0.361
H -1.008 5.427 -5.129  0.187
H -1.825 6.848 -5.882  0.392
H -1.953 5.249 -6.600  0.449
C -2.739 -2.307 3.115  -0.567
C -1.412 -2.993 3.272  -1.179
C -0.540 -2.749 2.063  1.648
C 0.080 -1.369 2.126  -0.614
N 0.587 -0.777 0.796  1.242
C 1.536 0.454 1.123  -0.340
C 1.062 1.615 0.269  0.378
C -0.416 1.356 0.227  0.688
C -0.618 -0.106 -0.025  -0.087
C 1.230 -1.854 0.001  -0.373
H -3.382 -2.661 2.326  -0.382
H -2.581 -1.264 2.876  0.257
H -3.410 -2.285 3.979  0.527
H -1.486 -4.061 3.342  0.576
H -0.954 -2.683 4.217  0.404
H -1.178 -2.783 1.171  -1.223
H 0.145 -3.583 1.887  0.158
H 0.963 -1.378 2.739  0.054
H -0.601 -0.609 2.533  0.346
H 2.547 0.091 1.113  -0.002
H 1.207 0.687 2.115  0.376
H 1.494 1.683 -0.728  -0.694
H 1.384 2.550 0.732  0.382
H -0.953 1.981 -0.523  -0.970
H -0.897 1.620 1.180  0.423
H -0.497 -0.400 -1.022  0.496
H -1.586 -0.521 0.332  -0.445
H 1.640 -1.413 -0.915  0.612
H 0.551 -2.644 -0.241  -0.219
H 2.018 -2.250 0.636  -0.456
B 5.522 0.456 -0.468  -0.327
F 4.435 1.300 -0.522  -0.108
F 5.882 0.056 -1.759  -0.229
F 6.596 1.224 -0.008  -0.186
F 5.261 -0.578 0.406  -0.018
B 3.008 1.168 4.200  0.615
F 3.200 0.166 3.309  -0.388
F 2.093 2.058 3.683  -0.373
F 2.528 0.674 5.433  -0.408
F 4.241 1.787 4.444  -0.377
B -2.922 1.454 -2.208  -0.530
F -2.594 2.802 -1.898  0.204
F -3.400 0.852 -1.011  -0.156
F -3.867 1.402 -3.219  -0.343
F -1.759 0.855 -2.632  -0.258
P -0.751 -5.367 -0.873  1.184
F -0.075 -6.854 -0.824  -0.366
F -0.878 -5.192 0.701  -0.362
F 0.669 -4.639 -0.792  -0.368
F -1.400 -3.875 -1.094  -0.451
F -0.511 -5.302 -2.483  -0.464
F -2.274 -6.021 -1.083  -0.276

## Properties
Total energy ... -5081.26051 hartree
HOMO-LUMO gap ... 10.170 eV
Total charge ... +3